Entry P
A molecular structure, C34H39N5O2P2S2Ti. Source: OMol25; level of theory: ωB97M-V with the def2-TZVPD basis set.

E_LUMO (spin up / spin down) ... -0.36 / -0.77 eV
HOMO level (spin up / spin down) ... -0.2683 / -0.3149 Ha
Kohn-Sham gap (spin up / spin down) ... 6.94 / 7.80 eV
2S+1 ... 3
Net charge ... 0

Geometry (Å):
Ti (0.089, 0.833, 1.902)
S (0.062, 1.601, 7.137)
S (-1.548, 0.343, 3.446)
P (1.775, -0.274, 0.444)
P (-1.082, -0.676, 0.403)
O (1.453, 1.295, 7.385)
O (-0.525, 2.752, 7.776)
N (2.904, 0.957, -0.117)
N (-2.465, -1.662, 0.817)
N (-0.258, 1.555, 5.465)
N (-1.969, 0.555, -0.518)
N (2.916, -1.598, 0.932)
C (-4.432, -2.777, 0.662)
C (4.107, -3.534, 0.996)
C (-2.597, -2.446, 1.964)
C (4.582, -2.675, 2.038)
C (-0.903, 2.438, -7.137)
C (3.747, 3.024, -0.428)
C (-2.561, 1.806, -2.303)
C (-1.111, -0.474, -5.984)
C (-2.299, -2.243, 7.311)
C (-2.257, -1.458, 6.152)
C (3.910, 0.856, -1.078)
C (-1.122, 0.637, 5.124)
C (1.250, 1.999, -5.745)
C (0.496, 2.912, -6.672)
C (0.296, -0.208, -6.571)
C (3.072, -2.860, 0.357)
C (1.178, 0.663, -5.717)
C (-1.892, 0.724, -5.543)
C (-3.587, -1.887, 0.007)
C (-1.690, -1.813, 8.509)
C (-2.117, 1.874, -0.071)
C (2.803, 2.293, 0.273)
C (-1.026, -0.580, 8.549)
C (-3.801, -3.125, 1.905)
C (-1.809, 1.960, -6.035)
C (-1.567, -0.241, 6.200)
C (4.450, 2.120, -1.285)
C (-0.208, -1.607, -0.892)
C (1.168, -0.964, -1.128)
C (3.840, -1.504, 1.980)
C (-2.245, 0.523, -1.879)
C (-2.500, 2.650, -1.158)
C (1.656, 0.702, 3.268)
C (-0.953, 0.170, 7.391)
H (4.472, -4.518, 0.746)
H (-2.502, 2.736, -5.676)
H (3.855, -0.637, 2.621)
H (-4.194, -3.801, 2.652)
H (0.378, 3.885, -6.171)
H (-1.834, -2.409, 2.728)
H (-2.030, 2.120, 0.987)
H (-2.801, -3.212, 7.291)
H (1.114, -0.128, -1.843)
H (5.374, -2.896, 2.743)
H (-5.375, -3.136, 0.284)
H (-2.206, -0.408, -2.428)
H (1.094, 3.110, -7.579)
H (-0.795, 1.694, -7.934)
H (-0.790, -1.660, -1.822)
H (-1.002, -1.152, -5.123)
H (-2.675, 0.496, -4.811)
H (1.859, 0.102, -5.064)
H (5.250, 2.376, -1.969)
H (-2.715, 3.709, -1.144)
H (-2.735, -1.782, 5.224)
H (3.905, 4.091, -0.339)
H (1.992, 2.510, -5.122)
H (1.877, -1.689, -1.547)
H (-1.719, -2.439, 9.406)
H (-2.794, 2.088, -3.321)
H (-1.688, -1.035, -6.740)
H (2.653, 1.067, 2.998)
H (-1.388, 3.316, -7.596)
H (0.201, 0.175, -7.594)
H (1.670, -0.366, 3.502)
H (-3.682, -1.391, -0.944)
H (-0.547, -0.194, 9.452)
H (4.148, -0.097, -1.528)
H (2.075, 2.593, 1.019)
H (0.791, -1.190, -6.652)
H (1.225, 1.256, 4.119)
H (-0.122, -2.640, -0.513)
H (2.432, -3.184, -0.446)

Entry Q
A molecular structure, C34H39N5O2P2S2Ti. Source: OMol25; level of theory: ωB97M-V with the def2-TZVPD basis set.

E_LUMO (spin up / spin down) ... -0.66 / -1.29 eV
HOMO level (spin up / spin down) ... -0.2678 / -0.2988 Ha
Kohn-Sham gap (spin up / spin down) ... 6.63 / 6.84 eV
2S+1 ... 3
Net charge ... 0

Geometry (Å):
Ti (-0.644, 0.999, 0.100)
S (0.492, 1.301, 5.648)
S (-0.971, -0.376, 1.996)
P (-0.170, -2.990, 0.754)
P (1.601, -0.684, -0.360)
O (1.787, 1.066, 6.221)
O (-0.132, 2.598, 5.761)
N (-2.500, 1.511, -0.402)
N (3.116, 0.393, -0.987)
N (-1.867, -3.052, 0.719)
N (2.737, -1.664, 0.490)
N (0.403, 0.788, 4.019)
C (3.090, -2.999, 0.292)
C (-4.033, -2.439, 0.369)
C (-0.959, -0.309, 7.469)
C (-2.650, 3.316, -1.790)
C (1.069, 0.875, -3.444)
C (4.156, 2.315, -1.661)
C (-2.512, -1.938, 6.518)
C (0.351, 2.312, 1.270)
C (3.039, 1.782, -1.030)
C (-2.643, -3.560, 1.775)
C (-1.899, -1.335, 7.640)
C (-3.978, -3.230, 1.567)
C (5.008, 1.216, -1.974)
C (-2.366, 2.703, 0.382)
C (-0.609, 0.017, 6.162)
C (0.843, 0.150, -4.757)
C (-0.032, -2.875, -1.073)
C (-2.810, 1.922, -1.697)
C (-2.734, -2.280, -0.068)
C (0.522, 2.025, -3.007)
C (-2.150, -1.547, 5.217)
C (4.354, 0.068, -1.539)
C (-1.895, 1.375, -4.503)
C (-0.566, -0.025, 3.758)
C (-0.025, 3.027, -3.977)
C (-1.160, -0.585, 5.017)
C (-0.971, 2.425, -5.046)
C (-2.436, 3.816, -0.484)
C (4.107, -3.328, 1.171)
C (1.014, -1.865, -1.612)
C (4.397, -2.157, 1.945)
C (-1.709, 0.051, -4.438)
C (-0.449, -0.688, -4.790)
C (3.543, -1.156, 1.528)
H (5.974, 1.289, -2.455)
H (3.418, -0.142, 1.861)
H (4.325, 3.359, -1.872)
H (-2.192, -4.088, 2.588)
H (2.576, -3.593, -0.443)
H (-0.145, 3.279, 1.108)
H (1.422, 2.450, 1.119)
H (0.198, -3.919, -1.355)
H (4.707, -0.943, -1.542)
H (0.893, 0.762, -5.667)
H (1.851, -2.380, -2.096)
H (0.778, 3.515, -4.557)
H (-2.576, 2.724, 1.457)
H (-2.413, 4.855, -0.168)
H (0.668, 2.408, -1.987)
H (-2.383, -1.579, -0.801)
H (0.233, 1.960, 2.319)
H (-0.538, -1.172, -5.785)
H (-0.522, 3.855, -3.446)
H (1.881, 0.424, -2.869)
H (-2.720, 3.899, -2.699)
H (-2.625, -1.987, 4.343)
H (-0.354, -1.539, -4.097)
H (-0.982, -2.652, -1.571)
H (-4.830, -3.516, 2.162)
H (5.154, -2.056, 2.702)
H (4.577, -4.294, 1.241)
H (-1.570, 3.269, -5.413)
H (-3.321, 1.275, -2.404)
H (-2.590, -0.602, -4.300)
H (1.665, -0.575, -4.863)
H (-3.253, -2.730, 6.685)
H (2.216, 2.299, -0.578)
H (-2.167, -1.642, 8.647)
H (-0.360, 2.080, -5.894)
H (-4.886, -2.035, -0.148)
H (0.558, -1.240, -2.399)
H (-0.530, 0.242, 8.313)
H (-2.896, 1.772, -4.279)

entry P wins, 0.1211 hartree ahead of the next structure.

Entry P
C24H29N3O5S in the gas phase. Source: OMol25; level of theory: ωB97M-V with the def2-TZVPD basis set.

E_LUMO ... 0.28 eV
HOMO level ... -0.3220 Ha
Kohn-Sham gap ... 9.04 eV
Structure (SMILES) ... CC1CCN(C(=O)c2ccccc2NC(=O)c2cccc(S(=O)(=O)N3CCOCC3)c2)CC1
Net charge ... 0

Geometry (Å):
S (-3.996, 0.810, -0.699)
O (-0.698, 3.698, 0.042)
O (0.955, 0.201, -0.650)
O (-0.540, -4.345, 0.592)
O (-5.183, 1.320, -0.077)
O (-4.023, 0.495, -2.096)
N (0.338, -2.331, -0.043)
N (2.833, 0.667, 0.480)
N (-2.811, 1.950, -0.478)
C (2.547, -1.541, -0.533)
C (2.097, -3.919, -0.613)
C (-0.655, -3.156, 0.382)
C (-3.884, -2.160, 2.039)
C (-1.034, 3.352, -1.286)
C (-1.837, 3.690, 0.872)
C (5.941, 3.612, 0.350)
C (4.050, 0.341, 1.186)
C (-2.506, 2.311, 0.883)
C (1.651, -2.620, -0.389)
C (-2.332, -1.313, -0.112)
C (2.419, 2.042, 0.690)
C (-1.648, 1.952, -1.338)
C (-3.485, -0.641, 0.238)
C (-2.726, -2.839, 1.705)
C (-1.930, -2.411, 0.646)
C (3.390, -4.145, -1.045)
C (4.248, -3.082, -1.277)
C (3.505, 2.986, 0.181)
C (4.835, 2.708, 0.885)
C (5.195, 1.231, 0.701)
C (3.826, -1.791, -1.019)
C (-4.258, -1.041, 1.312)
C (2.067, -0.159, -0.249)
H (3.190, 4.015, 0.355)
H (-0.894, 1.230, -1.001)
H (6.089, 3.445, -0.715)
H (4.711, 2.903, 1.956)
H (-1.787, -0.992, -0.987)
H (3.880, 0.532, 2.254)
H (4.488, -0.963, -1.224)
H (6.880, 3.413, 0.862)
H (5.243, -3.257, -1.656)
H (-1.746, 4.085, -1.692)
H (1.414, -4.738, -0.462)
H (3.722, -5.156, -1.226)
H (2.256, 2.204, 1.762)
H (5.386, 1.038, -0.357)
H (-3.445, 2.340, 1.436)
H (4.289, -0.715, 1.063)
H (-1.825, 1.577, 1.343)
H (-2.563, 4.435, 0.516)
H (-1.983, 1.702, -2.344)
H (-0.104, 3.385, -1.854)
H (-1.490, 3.961, 1.870)
H (6.101, 0.989, 1.258)
H (5.683, 4.657, 0.499)
H (-2.414, -3.712, 2.260)
H (-4.492, -2.497, 2.864)
H (-5.146, -0.475, 1.544)
H (1.478, 2.211, 0.166)
H (3.626, 2.846, -0.895)
H (0.116, -1.343, -0.163)

Entry Q
A molecular structure, C24H29N3O5S. Source: OMol25; level of theory: ωB97M-V with the def2-TZVPD basis set.

E_LUMO ... -0.61 eV
HOMO level ... -0.2729 Ha
Kohn-Sham gap ... 6.82 eV
Net charge ... 0

Geometry (Å):
S (1.912, 2.031, -1.956)
O (2.477, 2.132, -0.599)
O (0.583, 2.194, 2.825)
O (-2.165, 1.610, 2.891)
O (-4.505, -3.307, -0.144)
O (2.231, 2.776, -3.077)
N (-3.407, -0.453, -2.181)
N (2.959, 0.395, -2.448)
N (-2.437, -2.242, 0.020)
C (3.079, -0.409, -1.241)
C (-0.489, 1.344, -0.905)
C (-1.265, 0.718, 2.858)
C (-0.091, 0.564, -2.996)
C (-0.990, -1.553, 2.323)
C (-1.538, -3.052, 2.410)
C (5.128, 0.829, -1.374)
C (-3.276, -1.168, -3.287)
C (-1.746, -0.475, 2.633)
C (-4.062, -1.161, -1.008)
C (-1.834, 3.115, 3.173)
C (4.251, -0.080, -0.323)
C (-1.714, -3.510, 0.727)
C (-1.413, 0.044, -3.112)
C (-1.633, 0.829, -0.500)
C (-2.195, 0.058, -1.797)
C (0.476, 1.213, -1.893)
C (0.579, -1.515, 2.248)
C (0.082, 1.091, 2.762)
C (4.216, 0.525, -2.654)
C (2.007, 2.333, 2.590)
C (1.017, -0.166, 2.327)
C (-2.152, -0.612, -3.919)
C (-3.587, -2.435, -0.363)
H (1.899, 0.044, 2.147)
H (-5.129, -1.427, -1.457)
H (0.463, 0.496, -4.107)
H (1.064, -2.572, 1.954)
H (-1.890, -1.417, -0.037)
H (5.136, 1.933, -1.284)
H (-2.674, -0.775, 2.889)
H (2.637, 1.695, 3.235)
H (4.712, -0.352, -3.447)
H (-4.036, -1.673, -3.492)
H (-1.222, 3.247, 4.144)
H (-1.439, 3.398, 2.343)
H (5.933, 0.395, -1.555)
H (-1.816, -0.951, -4.873)
H (2.148, 2.240, 1.564)
H (2.917, -1.422, -1.547)
H (-4.313, -0.368, -0.103)
H (4.741, -0.873, -0.259)
H (4.020, 0.507, 0.616)
H (-1.056, -3.797, 2.612)
H (-2.443, -3.085, 2.805)
H (-2.459, -4.345, 0.614)
H (-2.239, 0.772, 0.335)
H (1.994, 3.405, 2.798)
H (-2.845, 3.623, 3.702)
H (4.316, 1.601, -3.372)
H (-0.216, 1.906, 0.055)
H (-0.734, -3.629, 0.259)
H (2.031, -0.241, -0.550)

entry P wins, 0.7868 hartree ahead of the next structure.